The following is a DFT calculation (the ωB97M-V functional and the def2-TZVPD basis) of a gas-phase ion, C51H60N3O2 (charge +1) at a distorted geometry.

Last columns: bonded neighbours and bond lengths (Å).
Positions of all 116 atoms, in Å:
1 C 2.465 -3.368 -1.647  C2 1.518, H32 1.096, H33 1.096, H34 1.101
2 C 1.847 -2.544 -2.763  C1 1.518, C3 1.543, C4 1.517, H35 1.098
3 C 1.750 -3.358 -4.070  C2 1.543, H36 1.099, H37 1.102, H38 1.101
4 C 2.614 -1.244 -2.915  C2 1.517, C5 1.396, C12 1.412
5 C 3.881 -1.282 -3.499  C4 1.396, C6 1.389, H39 1.090
6 C 4.532 -0.114 -3.875  C5 1.389, C7 1.394, H40 1.094
7 C 3.862 1.102 -3.745  C6 1.394, C8 1.391, H41 1.092
8 C 2.613 1.172 -3.135  C7 1.391, C9 1.525, C12 1.418
9 C 1.884 2.511 -3.093  C8 1.525, C10 1.536, C11 1.520, H42 1.099
10 C 2.272 3.498 -4.205  C9 1.536, H43 1.094, H44 1.096, H45 1.097
11 C 2.101 3.148 -1.731  C9 1.520, H46 1.096, H47 1.101, H48 1.096
12 C 2.081 0.006 -2.529  C4 1.412, C8 1.418, N13 1.472
13 N 0.736 0.084 -1.938  C12 1.472, N14 1.354, C30 1.426
14 N -0.227 0.363 -2.849  N13 1.354, N15 1.339
15 N -1.398 0.100 -2.254  N14 1.339, C16 1.470, C28 1.392
16 C -2.651 0.108 -3.024  N15 1.470, C17 1.406, C24 1.411
17 C -3.292 -1.111 -3.308  C16 1.406, C18 1.528, C21 1.399
18 C -2.588 -2.448 -3.078  C17 1.528, C19 1.533, C20 1.522, H49 1.095
19 C -2.292 -3.145 -4.410  C18 1.533, H50 1.098, H51 1.098, H52 1.099
20 C -3.364 -3.354 -2.133  C18 1.522, H53 1.096, H54 1.098, H55 1.097
21 C -4.574 -1.110 -3.867  C17 1.399, C22 1.391, H56 1.092
22 C -5.183 0.081 -4.248  C21 1.391, C23 1.392, H57 1.093
23 C -4.485 1.274 -4.091  C22 1.392, C24 1.400, H58 1.092
24 C -3.205 1.304 -3.525  C16 1.411, C23 1.400, C25 1.527
25 C -2.492 2.650 -3.404  C24 1.527, C26 1.526, C27 1.538, H59 1.097
26 C -3.096 3.479 -2.273  C25 1.526, H60 1.096, H61 1.096, H62 1.098
27 C -2.498 3.449 -4.718  C25 1.538, H63 1.098, H64 1.098, H65 1.099
28 C -1.193 -0.225 -0.917  N15 1.392, C29 1.474, C30 1.354
29 C -2.392 -0.317 -0.065  C28 1.474, H66 1.093, H67 1.104, H68 1.098
30 C 0.141 -0.262 -0.689  N13 1.426, C28 1.354, C31 1.513
31 C 0.963 -0.376 0.576  C30 1.513, H69 1.109, H70 1.099, C79 1.537
32 H 2.410 -2.810 -0.706  C1 1.096
33 H 1.929 -4.315 -1.510  C1 1.096
34 H 3.524 -3.587 -1.852  C1 1.101
35 H 0.821 -2.281 -2.477  C2 1.098
36 H 1.282 -2.761 -4.865  C3 1.099
37 H 2.741 -3.685 -4.424  C3 1.102
38 H 1.130 -4.254 -3.911  C3 1.101
39 H 4.354 -2.247 -3.676  C5 1.090
40 H 5.533 -0.144 -4.314  C6 1.094
41 H 4.328 2.013 -4.126  C7 1.092
42 H 0.819 2.276 -3.231  C9 1.099
43 H 2.176 3.050 -5.199  C10 1.094
44 H 1.604 4.366 -4.165  C10 1.096
45 H 3.297 3.870 -4.083  C10 1.097
46 H 1.822 2.458 -0.926  C11 1.096
47 H 3.165 3.401 -1.606  C11 1.101
48 H 1.511 4.065 -1.628  C11 1.096
49 H -1.629 -2.200 -2.610  C18 1.095
50 H -1.736 -2.475 -5.079  C19 1.098
51 H -1.682 -4.042 -4.241  C19 1.098
52 H -3.223 -3.441 -4.913  C19 1.099
53 H -3.540 -2.860 -1.171  C20 1.096
54 H -4.337 -3.627 -2.564  C20 1.098
55 H -2.790 -4.270 -1.945  C20 1.097
56 H -5.092 -2.061 -4.014  C21 1.092
57 H -6.191 0.078 -4.671  C22 1.093
58 H -4.949 2.210 -4.410  C23 1.092
59 H -1.451 2.402 -3.165  C25 1.097
60 H -3.093 2.910 -1.336  C26 1.096
61 H -2.516 4.397 -2.120  C26 1.096
62 H -4.133 3.760 -2.499  C26 1.098
63 H -2.032 2.869 -5.526  C27 1.098
64 H -3.515 3.720 -5.030  C27 1.098
65 H -1.924 4.377 -4.594  C27 1.099
66 H -2.089 -0.297 0.985  C29 1.093
67 H -3.077 0.530 -0.241  C29 1.104
68 H -2.960 -1.237 -0.255  C29 1.098
69 H 1.308 0.644 0.843  C31 1.109
70 H 1.916 -0.865 0.328  C31 1.099
71 C 5.121 1.725 9.094  O72 1.452, H96 1.092, H97 1.100, H98 1.099
72 O 4.562 0.447 8.693  C71 1.452, C73 1.365
73 C 3.638 0.391 7.690  O72 1.365, C74 1.419, C95 1.409
74 C 3.319 -0.883 7.151  C73 1.419, C75 1.389, H99 1.089
75 C 2.498 -1.009 6.038  C74 1.389, C76 1.416, H100 1.095
76 C 1.860 0.118 5.465  C75 1.416, C77 1.508, C94 1.413
77 C 0.964 0.057 4.252  C76 1.508, C78 1.381, C86 1.485
78 C 1.232 -0.758 3.170  C77 1.381, C79 1.564, H101 1.091
79 C 0.451 -1.065 1.850  C31 1.537, C78 1.564, C80 1.547, H102 1.086
80 C 0.387 -2.599 1.660  C79 1.547, C81 1.400, C85 1.401
81 C -0.804 -3.171 1.197  C80 1.400, C82 1.403, H103 1.090
82 C -0.844 -4.460 0.646  C81 1.403, C83 1.402, H104 1.092
83 C 0.312 -5.253 0.683  C82 1.402, C84 1.403, H105 1.099
84 C 1.437 -4.790 1.379  C83 1.403, C85 1.411, H106 1.094
85 C 1.453 -3.476 1.895  C80 1.401, C84 1.411, H107 1.095
86 C -0.220 0.952 4.289  C77 1.485, C87 1.422, C93 1.403
87 C -0.858 1.321 5.505  C86 1.422, C88 1.385, H108 1.091
88 C -1.934 2.192 5.526  C87 1.385, C89 1.419, H109 1.087
89 C -2.415 2.736 4.307  C88 1.419, O90 1.360, C92 1.415
90 O -3.478 3.581 4.382  C89 1.360, C91 1.449
91 C -3.963 4.143 3.137  O90 1.449, H110 1.089, H111 1.102, H112 1.102
92 C -1.781 2.395 3.088  C89 1.415, C93 1.387, H113 1.089
93 C -0.709 1.516 3.102  C86 1.403, C92 1.387, H114 1.084
94 C 2.097 1.356 6.103  C76 1.413, C95 1.382, H115 1.087
95 C 2.981 1.515 7.153  C73 1.409, C94 1.382, H116 1.088
96 H 5.882 1.469 9.835  C71 1.092
97 H 5.591 2.248 8.248  C71 1.100
98 H 4.362 2.373 9.556  C71 1.099
99 H 3.778 -1.748 7.627  C74 1.089
100 H 2.315 -2.007 5.626  C75 1.095
101 H 2.099 -1.412 3.276  C78 1.091
102 H -0.583 -0.783 2.028  C79 1.086
103 H -1.741 -2.622 1.285  C81 1.090
104 H -1.753 -4.841 0.176  C82 1.092
105 H 0.352 -6.218 0.158  C83 1.099
106 H 2.310 -5.439 1.499  C84 1.094
107 H 2.317 -3.184 2.500  C85 1.095
108 H -0.483 0.941 6.456  C87 1.091
109 H -2.419 2.475 6.456  C88 1.087
110 H -4.782 4.789 3.448  C91 1.089
111 H -3.184 4.732 2.628  C91 1.102
112 H -4.334 3.357 2.460  C91 1.102
113 H -2.116 2.814 2.140  C92 1.089
114 H -0.191 1.319 2.171  C93 1.084
115 H 1.579 2.244 5.752  C94 1.087
116 H 3.173 2.502 7.568  C95 1.088

Results
ΔE to the lowest compared entry with this formula, charge and spin: 0.0 kJ/mol
Max |F|: 0.0511 Eh/bohr
DFT total energy: -62419.0149 eV
HOMO level: -9.59 eV
Total charge: +1

Here are the Löwdin charges for atoms 1 to 5, given in e:
1. C -0.047
2. C -0.372
3. C -0.049
4. C -0.128
5. C -0.025